DFT (ωB97M-V with the def2-TZVPD basis set) results for a molecular structure, C14H26AlFN3O9.

XYZ file:
```
54
Properties=species:S:1:pos:R:3:forces:R:3
C 0.541705 3.180076 -0.519944 -0.21 -0.77 -0.80
C -0.375001 1.795248 -0.328777 -3.55 -0.37 0.46
O -1.708545 1.995496 -0.251443 6.75 -1.31 -0.02
N 0.315460 0.456209 -0.205101 -2.56 3.05 -0.65
C -0.608183 -0.647053 0.260033 -1.47 -0.05 1.44
Al 1.348324 -0.015957 -1.753852 1.19 -0.44 0.19
C 1.565539 -2.080679 -2.003263 -0.63 0.09 0.45
N 1.559225 -2.330449 -3.524555 -0.71 0.44 0.12
C 3.273456 0.718979 -1.532939 0.40 1.37 -0.15
C 3.742185 0.906331 0.027491 1.70 -0.24 -0.50
C 3.316156 -0.324280 1.030767 -0.31 1.02 0.02
F 4.550651 -0.873828 1.700800 -2.18 1.04 -0.96
C 0.639390 0.694899 -3.539225 1.23 -1.17 -1.18
O 0.115956 2.068557 -3.512043 0.75 -1.39 -0.38
N 0.044014 2.518499 -4.796951 -4.37 1.38 0.84
O -1.057472 3.063227 -4.894857 3.16 -0.66 -0.90
H 0.346519 3.897137 0.388618 0.51 -1.63 -1.64
H 1.673054 2.892022 -0.671822 -2.23 0.70 0.55
H 0.185667 3.755393 -1.497863 0.60 -1.46 2.15
H -1.664957 -0.634014 -0.271384 2.45 -0.06 0.88
H -0.801927 -0.445186 1.419723 0.05 -0.51 -3.04
H -0.122591 -1.732666 0.224087 -0.86 2.60 -0.21
H 0.639992 -2.683891 -1.582640 2.18 0.82 -0.69
H 2.588212 -2.410896 -1.536759 -1.95 0.11 -0.86
H 2.152046 -1.614941 -4.016727 -1.07 -0.80 0.69
H 0.543664 -2.182729 -3.801595 1.95 -0.06 0.14
H 3.269133 1.813765 -2.007983 0.23 -2.11 0.84
H 4.030894 0.086230 -2.194965 -1.29 1.24 1.59
H 4.935121 0.926688 0.011547 -2.42 -0.09 0.38
H 3.430508 1.980797 0.445797 0.37 -2.57 -0.78
H 2.814259 -1.241046 0.497996 1.07 1.91 0.99
H 2.581085 0.150982 1.839197 1.79 -1.53 -1.49
H -0.142160 -0.075337 -3.946861 0.99 1.78 0.35
H 1.555614 0.691822 -4.304013 -1.86 -0.06 1.42
C -0.006386 0.931161 5.704579 -0.13 0.11 1.03
C 0.317179 1.913219 4.625756 0.09 1.09 -0.03
O 0.739286 1.091734 3.553793 -0.28 -0.89 0.10
C 0.181053 -0.138113 3.752559 0.27 -2.05 -2.01
O 0.196098 -1.041814 2.933545 0.31 1.99 2.78
O -0.396705 -0.224159 4.986361 0.13 -0.02 -0.65
H -0.816302 1.276599 6.352922 0.05 -0.22 -0.12
H 0.864147 0.686195 6.322029 -0.04 0.02 -0.06
H -0.558799 2.488093 4.307197 0.06 -0.06 0.01
H 1.110191 2.606792 4.918582 -0.04 -0.15 -0.22
C -5.036314 -1.478211 -0.259061 -0.46 0.98 0.07
C -5.402283 -2.844040 0.224229 -0.80 -0.33 0.57
O -4.516864 -3.688703 -0.486189 0.54 0.23 -0.30
C -3.438853 -2.928257 -0.837288 2.59 -0.72 -1.11
O -2.407341 -3.373385 -1.312186 -2.52 0.97 1.10
O -3.665425 -1.605619 -0.586754 0.04 -1.05 -0.17
H -5.182064 -0.712285 0.507590 0.22 -0.05 -0.19
H -5.589677 -1.190848 -1.159225 0.04 -0.03 0.06
H -5.225465 -2.969009 1.297735 0.01 0.03 -0.08
H -6.442467 -3.098754 0.003333 0.22 -0.13 -0.03
```
Positions in Å, forces in eV/Å.

Its total energy is -1732.615066 Eh. As for the net charge: -1. Its HOMO-LUMO gap is 6.4 eV.

***

DFT (ωB97M-V with the def2-TZVPD basis set) results for 2 unconnected molecules or ions with the total composition C8H19N2Si.

XYZ file:
```
30
Properties=species:S:1:pos:R:3:forces:R:3
C 0.179135 -1.000405 -2.412482 -1.51 -0.25 0.59
C 0.930107 0.008484 -1.944931 0.73 -0.98 0.10
C -1.023997 0.115584 -0.864749 0.06 -0.55 -3.10
C -2.248648 -1.630515 -2.080321 -1.21 1.25 0.37
C 0.312854 2.045009 -0.675657 1.28 1.34 -0.63
C -0.366692 1.344700 2.595975 0.96 -0.61 0.83
C 2.659354 0.247303 1.652937 -2.76 2.88 -2.75
C 0.200630 -1.735377 1.654729 -2.66 1.84 1.99
N -0.976959 -1.146654 -1.615966 1.18 0.54 0.92
N 0.343095 0.556555 -0.745936 0.10 1.01 1.42
Si 0.829368 0.087524 1.809496 -1.29 -1.03 -0.97
H 0.247237 -1.721313 -3.225729 0.64 0.49 0.12
H -1.529338 0.840236 -1.518738 -0.40 0.20 0.07
H -1.516162 0.030167 0.026077 -1.35 -0.19 2.44
H -2.692409 -2.482253 -1.538390 0.42 0.48 0.10
H -2.955811 -0.751272 -2.080804 0.28 -0.96 0.16
H -2.185379 -1.886356 -3.098234 0.18 -0.61 -1.37
H -0.461750 2.334484 0.030904 -0.13 -0.03 -0.15
H 1.288603 2.467222 -0.221917 -1.35 -0.71 -1.10
H 0.064215 2.549814 -1.699768 0.62 -1.04 1.75
H 1.969288 0.176511 -2.114123 0.34 0.32 -0.42
H -1.360800 0.969408 2.778460 -0.28 -0.53 -0.10
H -0.006658 1.699953 3.584080 0.20 -0.58 -0.31
H 2.725791 -0.191844 0.663921 0.44 -0.25 -0.40
H 2.981775 1.295371 1.555088 0.17 -0.50 0.41
H 3.148297 -0.337618 2.299146 2.12 -1.94 2.64
H -0.581892 -1.736476 0.841873 1.42 -0.52 0.36
H 1.011258 -2.436589 1.669522 0.18 -0.48 -0.63
H -0.492678 -1.981360 2.577225 1.53 0.56 -1.38
H -0.491834 2.269707 2.098311 0.08 0.87 -0.96
```
Positions in Å, forces in eV/Å.

The calculation puts the relative energy (zero: lowest compared OMol25 entry of this formula, charge and spin) at 263.0 kJ/mol. Its total energy is -714.910745 Eh. As for the net charge: +1. Its HOMO-LUMO gap is 7.6 eV.

***

DFT (ωB97M-V with the def2-TZVPD basis set) results for a single C22H23F2N3O3S molecule.

XYZ file:
```
54
Properties=species:S:1:pos:R:3:forces:R:3
O 4.636091 1.595667 0.108927 0.09 -0.05 0.31
S 3.587279 0.685420 -0.235518 0.23 -0.87 0.38
O 2.818944 0.887531 -1.429093 -0.08 -0.25 0.10
N 2.591973 0.501565 1.104018 0.66 0.27 -0.44
C 1.186019 0.309950 0.851234 -0.62 -0.08 -0.03
C 0.352453 1.624362 0.869865 0.51 -0.06 -0.02
C 0.987552 2.656642 -0.016204 -0.84 0.25 -0.34
C 0.596939 3.290231 -1.156684 0.01 -0.34 0.60
C 1.655635 4.166124 -1.505008 0.47 0.05 0.33
C 2.605184 4.007198 -0.549054 -0.06 0.57 -0.75
O 2.205810 3.106309 0.365347 -0.13 -0.06 0.36
N -1.043847 1.447492 0.531333 0.12 0.02 0.11
C -1.322782 0.651365 -0.649586 -0.24 0.12 -0.21
C -2.766134 0.926649 -1.089190 0.47 -0.23 -0.25
N -3.684373 0.548175 -0.032656 -0.19 0.34 -0.12
C -4.199304 -0.734774 0.023945 -0.25 -0.33 -0.07
C -4.269238 -1.484599 1.205682 0.09 0.12 -0.08
C -4.855612 -2.735381 1.248118 -0.08 -0.15 0.01
C -5.394296 -3.305600 0.109590 0.01 0.01 0.05
C -5.354558 -2.590762 -1.075246 0.09 0.12 0.00
C -4.782791 -1.337844 -1.102057 -0.01 -0.13 -0.10
F -4.823044 -0.673572 -2.288703 0.02 0.02 0.25
C -3.357855 1.262544 1.179522 0.12 -0.07 0.34
C -1.905127 1.029116 1.618639 -0.26 0.12 0.05
C 4.272335 -0.968895 -0.295171 -0.20 0.55 -0.19
C 5.300577 -1.294834 0.568951 0.09 -0.04 0.00
C 5.815547 -2.579089 0.565912 -0.07 -0.08 -0.08
C 5.274374 -3.505239 -0.311557 -0.12 0.14 -0.05
F 5.767067 -4.757161 -0.317175 -0.02 0.09 0.00
C 4.247257 -3.188275 -1.184798 0.17 -0.12 0.15
C 3.744265 -1.898311 -1.170189 -0.02 0.07 -0.05
H 2.796716 1.204861 1.797510 0.23 0.17 0.01
H 0.784684 -0.384065 1.598440 -0.02 0.01 -0.15
H 1.121937 -0.147027 -0.136210 -0.28 -0.08 0.09
H 0.392435 2.015300 1.897166 -0.04 -0.04 -0.10
H -0.326130 3.167453 -1.682494 -0.24 -0.09 -0.06
H 1.694303 4.817726 -2.353397 0.10 0.16 -0.15
H 3.575059 4.439645 -0.409253 0.15 0.01 0.09
H -0.626235 0.924120 -1.440554 0.03 -0.06 -0.07
H -1.224270 -0.430911 -0.447024 0.03 0.05 -0.07
H -2.979336 0.386074 -2.006707 -0.06 0.04 0.06
H -2.888378 1.997723 -1.273530 0.06 -0.02 -0.06
H -3.848819 -1.087298 2.115451 0.07 0.07 0.04
H -4.880671 -3.272237 2.184818 0.00 -0.03 0.08
H -5.845192 -4.284439 0.139858 -0.05 -0.09 0.00
H -5.780530 -2.983405 -1.985345 -0.03 0.00 -0.11
H -4.057764 0.998093 1.971819 0.00 0.03 -0.02
H -3.472537 2.329034 0.959908 0.02 -0.03 0.10
H -1.693555 1.636904 2.500815 0.01 -0.02 0.01
H -1.759265 -0.034419 1.878539 -0.01 0.06 0.03
H 5.692183 -0.531674 1.221410 0.13 0.03 0.14
H 6.620434 -2.869587 1.222133 0.07 -0.03 0.05
H 3.862196 -3.939426 -1.855930 -0.02 -0.07 -0.06
H 2.956401 -1.594429 -1.840594 -0.10 -0.04 -0.12
```
Positions in Å, forces in eV/Å.

The calculation puts the relative energy (zero: lowest compared OMol25 entry of this formula, charge and spin) at 30.6 kJ/mol. Its total energy is -1839.992657 Eh. Its SMILES is O=S(=O)(NC[C@@H](c1ccco1)N1CCN(c2ccccc2F)CC1)c1ccc(F)cc1. Its HOMO-LUMO gap is 8.4 eV.

***

DFT (ωB97M-V with the def2-TZVPD basis set) results for a molecular structure, C27H45As3N4O4SSeW.

XYZ file:
```
86
Properties=species:S:1:pos:R:3:forces:R:3
W 0.378603 0.345507 -0.925623 -0.27 0.15 -0.06
C -2.444603 -1.807007 -0.019188 -0.02 -0.01 -0.02
As -0.544038 -1.614993 0.344827 -0.04 0.01 -0.05
C -0.715033 -1.852914 2.290495 0.05 0.03 0.00
C 0.009624 -3.413479 -0.243051 0.02 0.00 0.04
C 1.476529 -3.893026 -0.140073 -0.03 0.02 -0.06
C 1.437319 -5.417214 -0.323252 -0.01 -0.01 -0.04
C 2.335745 -3.336510 -1.292010 -0.04 0.01 0.11
As 2.512741 -1.393359 -1.510277 0.01 -0.01 -0.07
C 3.143847 -1.385772 -3.350263 -0.01 -0.01 -0.04
C 4.214984 -0.956577 -0.654517 -0.01 0.01 0.02
C 2.044675 -3.545007 1.246024 0.04 0.03 -0.04
As 3.508127 -4.650559 2.004396 0.01 0.01 0.02
C 3.509972 -3.705249 3.722272 0.00 0.00 -0.01
C 5.110917 -3.765922 1.293289 -0.01 -0.01 -0.02
H -2.855898 -2.696457 0.459661 0.02 0.00 0.01
H -2.598819 -1.854868 -1.095728 0.01 0.00 0.00
H -2.945168 -0.914919 0.357748 0.01 -0.02 0.00
H -1.243455 -2.785930 2.490446 -0.01 0.01 0.00
H -1.309129 -1.019400 2.666777 -0.01 0.01 -0.01
H 0.236001 -1.874000 2.819011 0.01 0.00 0.00
H -0.321971 -3.480731 -1.284867 0.00 0.01 0.01
H -0.620801 -4.098155 0.333331 0.02 -0.02 0.00
H 0.906773 -5.672304 -1.243079 -0.01 0.00 0.00
H 0.922729 -5.894936 0.513241 0.00 -0.01 0.00
H 2.442092 -5.839432 -0.381490 -0.01 -0.01 0.00
H 1.893478 -3.661028 -2.238835 0.01 -0.01 0.00
H 3.341943 -3.762549 -1.252817 0.01 0.00 0.02
H 3.973576 -2.081537 -3.476375 0.00 0.00 0.01
H 3.461826 -0.376389 -3.607309 -0.01 0.00 0.01
H 2.321048 -1.664960 -4.006466 0.00 0.00 0.01
H 4.987163 -1.683819 -0.898840 0.01 -0.01 0.00
H 4.100794 -0.893705 0.427186 0.01 -0.01 -0.01
H 4.513606 0.022008 -1.036438 -0.01 -0.01 -0.01
H 1.254277 -3.710812 1.983146 -0.02 0.02 0.01
H 2.310680 -2.481086 1.306385 0.01 -0.04 0.00
H 2.621721 -3.974859 4.293000 0.00 -0.01 0.00
H 3.523850 -2.623363 3.582709 0.01 -0.06 0.00
H 4.387138 -4.000317 4.297173 0.00 -0.01 -0.01
H 5.223017 -3.954199 0.226189 -0.01 0.00 0.00
H 5.976873 -4.190691 1.801292 -0.01 0.00 0.00
H 5.088769 -2.693301 1.476681 0.00 0.05 -0.01
C 8.213473 4.982617 -0.702523 0.00 0.00 -0.01
C 7.139324 3.940736 -0.417924 0.05 -0.02 0.09
S 7.455402 3.198957 1.177410 -0.03 0.02 -0.04
O 7.332079 4.223090 2.183531 0.00 -0.01 -0.01
O 8.658157 2.419294 1.072434 0.01 -0.01 0.00
C 6.095326 2.064806 1.400021 0.00 0.05 0.00
C 4.820955 2.793572 1.813895 0.02 0.00 -0.08
N 3.644728 1.947198 1.618574 0.07 0.00 0.13
C 2.846763 1.987061 0.528428 -0.09 -0.06 -0.09
N 1.898484 1.048883 0.596178 0.05 0.01 0.00
C 2.077716 0.404077 1.780705 0.04 -0.01 0.06
C 3.157658 0.931171 2.415444 -0.04 0.00 0.03
N 3.713353 0.508879 3.662126 -0.01 0.10 -0.14
O 4.735074 1.051436 4.048711 0.02 -0.01 0.02
O 3.127646 -0.381270 4.243611 -0.04 0.02 0.06
C 3.020409 2.967600 -0.568680 0.00 0.04 0.02
H 8.034990 5.441606 -1.673556 -0.01 -0.01 0.00
H 9.199620 4.521466 -0.713221 0.00 0.00 0.00
H 8.201319 5.761887 0.057545 0.00 0.00 0.00
H 7.150542 3.126937 -1.143692 0.00 0.00 -0.01
H 6.143650 4.384691 -0.381675 -0.01 0.01 -0.01
H 6.423260 1.368860 2.172120 0.02 -0.01 0.00
H 5.975204 1.519241 0.462198 -0.02 -0.02 0.01
H 4.668139 3.681278 1.205216 -0.03 0.01 0.02
H 4.881948 3.105271 2.849832 -0.01 -0.01 0.00
H 1.436295 -0.387305 2.116503 -0.01 0.00 -0.01
H 2.966054 3.989006 -0.186349 0.00 -0.01 0.01
H 2.235142 2.813251 -1.303452 0.02 0.00 0.00
H 3.985467 2.836791 -1.064925 0.00 0.00 -0.01
Se -0.660229 -0.579405 -3.251916 -0.05 -0.11 0.00
C 0.435138 0.838584 -3.091221 0.08 0.07 -0.04
N 1.277043 1.623318 -2.786583 0.08 -0.03 0.12
C -0.996518 1.299041 -0.287296 0.08 -0.04 0.16
C -2.123160 1.934148 0.370092 0.02 -0.07 -0.07
C -1.999205 2.495530 1.645554 0.07 -0.01 0.02
C -3.087134 3.074491 2.278242 -0.01 0.00 0.02
C -4.326695 3.105787 1.652148 0.02 -0.02 -0.04
C -4.464692 2.556491 0.383263 -0.02 0.02 0.04
C -3.377040 1.978271 -0.250387 0.03 -0.02 -0.08
H -1.030648 2.468696 2.131532 -0.01 0.01 0.02
H -2.969984 3.503191 3.265901 0.00 0.00 0.00
H -5.177233 3.555629 2.147462 0.00 0.01 0.00
H -5.426305 2.580475 -0.113997 0.00 0.00 0.00
H -3.477690 1.551552 -1.241324 -0.01 0.00 0.01
```
Positions in Å, forces in eV/Å.

The calculation puts the relative energy (zero: lowest compared OMol25 entry of this formula, charge and spin) at 69.3 kJ/mol. Its total energy is -11149.660694 Eh. Its HOMO-LUMO gap is 5.4 eV.

***

DFT (ωB97M-V with the def2-TZVPD basis set) results for a molecular structure, C28H17BF6FeO3.

XYZ file:
```
56
Properties=species:S:1:pos:R:3:forces:R:3
F 0.924423 -3.575652 -1.397129 -1.74 -0.30 1.29
C -0.248688 -3.927293 -0.768504 2.03 -2.23 -1.35
C -0.494658 -5.301312 -0.684760 1.32 1.20 -0.52
C -1.727830 -5.756235 -0.231789 -0.19 0.13 0.01
C -2.700201 -4.823749 0.137881 -0.48 1.45 0.24
C -2.386401 -3.466769 0.077619 -2.78 -1.44 1.01
F -3.386202 -2.585685 0.419902 1.47 -0.94 -0.41
C -1.184027 -2.939410 -0.418313 0.17 1.58 -0.39
B -1.061827 -1.354143 -0.718747 -0.01 -0.38 -0.26
C 0.231566 -0.922313 -1.602255 -0.11 -0.01 -0.35
C 1.438188 -0.551985 -1.009185 0.78 -0.06 0.10
F 1.579268 -0.755434 0.356710 -0.31 0.62 -0.92
C 2.577951 -0.159692 -1.713101 -0.43 -0.23 0.27
C 2.560199 -0.218354 -3.108643 -0.45 0.03 0.21
C 1.418462 -0.669405 -3.758086 -0.49 -0.23 -0.07
C 0.288337 -0.992581 -3.004726 0.52 -0.40 -0.29
F -0.742865 -1.604649 -3.675263 0.42 0.78 0.53
C -2.380110 -0.776629 -1.473206 1.64 -0.66 0.93
C -2.715347 0.573878 -1.352149 -0.33 3.08 -0.26
F -1.850672 1.412735 -0.665657 -1.30 -1.40 -0.75
C -3.821033 1.162832 -1.965099 1.41 0.27 1.16
C -4.629657 0.383270 -2.786344 -0.11 -0.29 -0.13
C -4.317754 -0.958091 -2.989527 0.88 -1.48 0.35
C -3.210488 -1.504430 -2.335144 -1.80 -1.09 -2.41
F -2.896863 -2.800865 -2.654763 -0.31 1.60 0.89
H -0.968984 -0.758935 0.360192 -0.13 -0.43 -0.15
H 0.260015 -6.000720 -1.043232 -0.13 0.27 0.10
H -1.954065 -6.821598 -0.213712 0.10 0.25 0.06
H -3.693303 -5.161143 0.424300 0.18 0.27 0.07
H 3.472566 0.131471 -1.176908 -0.05 -0.14 0.01
H 3.433135 0.041975 -3.700270 -0.09 -0.01 0.23
H 1.409750 -0.827114 -4.838001 -0.09 0.10 0.35
H -4.022651 2.219928 -1.834839 0.09 -0.11 0.09
H -5.482083 0.818921 -3.300496 0.16 -0.01 0.09
H -4.896801 -1.585505 -3.666019 0.15 0.15 0.21
O 5.260346 1.209150 2.617121 -2.73 2.25 1.26
C 4.372021 1.923686 2.863760 5.34 -4.16 -1.14
Fe 2.989063 2.944957 2.695575 -1.13 1.54 0.62
C 3.893053 4.476309 2.347427 1.79 4.57 -1.64
O 4.322426 5.473914 1.921287 -1.38 -3.77 1.80
C 2.974283 2.824122 0.937749 -1.37 -0.16 -5.13
O 2.841099 2.862488 -0.219304 0.73 -0.27 3.82
C 0.534114 4.054395 2.382034 -0.43 0.82 0.01
C -0.203128 2.889465 2.098858 -0.50 0.09 -0.62
C 0.314695 1.620742 2.160632 0.11 0.47 0.26
C 1.574655 1.359186 2.801750 -0.03 -1.68 0.07
C 1.935110 1.881208 4.087426 0.02 -1.19 -0.20
C 1.751823 3.207482 4.430464 0.37 1.24 0.67
C 1.447569 4.200284 3.457865 -0.31 0.45 0.49
H 0.343431 4.990704 1.838034 -0.32 -0.54 0.30
H -1.217224 2.991884 1.697765 0.50 0.16 -0.22
H -0.226230 0.804582 1.680756 0.26 0.13 0.21
H 1.987566 0.356960 2.601415 -0.27 0.51 0.15
H 2.458796 1.208215 4.778710 -0.28 0.34 -0.24
H 2.084048 3.538901 5.417248 0.07 -0.06 -0.36
H 1.741114 5.236054 3.712699 -0.38 -0.69 -0.10
```
Positions in Å, forces in eV/Å.

Its total energy is -3189.860576 Eh. As for the net charge: +2. The spin multiplicity is 5. Its HOMO-LUMO gap (spin up / spin down) is 7.1 / 4.2 eV.